No. 1
{
  "formula": "C21H17FO5S2",
  "method": "ωB97M-V with the def2-TZVPD basis set",
  "symbols": ["C", "H", "C", "H", "O", "H", "O", "H", "C", "C", "H", "H", "C", "C", "H", "H", "C", "C", "H", "C", "H", "O", "C", "C", "C", "C", "C", "C", "F", "C", "H", "H", "C", "C", "O", "H", "C", "H", "H", "H", "C", "H", "S", "S", "C", "O"],
  "coordinates": [[-1.295, 2.848, 4.126], [2.084, -3.011, 4.207], [-1.530, -1.510, 0.850], [0.700, -1.106, 3.596], [-0.518, 2.046, -1.304], [0.506, -1.373, -5.520], [0.281, -2.596, -2.917], [-1.808, -0.511, 1.188], [3.554, -2.245, 1.248], [-1.028, 0.030, -6.185], [0.843, 3.128, 1.531], [-0.141, 4.503, 3.371], [2.287, -2.494, 3.287], [-1.889, 1.066, -5.796], [-2.278, -2.259, 1.126], [-0.933, -0.253, -7.234], [-0.366, 3.443, 3.281], [-0.715, -0.613, -1.293], [2.952, -0.659, -0.086], [1.510, -1.396, 2.940], [-0.532, -1.736, 1.244], [1.731, -0.609, -2.341], [0.943, 0.480, 1.371], [0.204, 2.669, 2.277], [3.342, -2.920, 2.464], [-0.863, 0.704, 3.164], [-0.388, -0.277, -3.896], [2.772, -1.153, 0.874], [-1.842, 3.613, 5.121], [-1.982, 1.452, -4.459], [3.927, -3.799, 2.726], [-1.066, -0.365, 3.132], [0.080, 1.252, 2.248], [1.730, -0.658, 1.735], [-1.443, -1.496, -0.640], [-2.471, 1.606, -6.541], [-1.250, 0.740, -3.507], [-2.579, 2.305, -4.136], [4.358, -2.571, 0.580], [-2.341, 1.063, 4.732], [-1.584, 1.486, 4.075], [1.123, 0.927, 0.378], [-1.423, 0.996, -1.735], [0.423, -1.189, -2.584], [-0.238, -0.625, -5.240], [-2.848, 1.066, -1.456]],
  "nbo_charge": [0.4335, 0.2202, -0.2360, 0.2047, -0.9333, 0.2399, -0.9071, 0.1864, -0.2247, -0.1946, 0.2319, 0.2446, -0.2429, -0.1979, 0.2051, 0.2230, -0.2896, -0.4222, 0.2505, -0.1015, 0.1859, -0.9311, 0.0389, -0.1013, -0.1492, -0.1472, -0.2174, -0.1083, -0.3202, -0.1755, 0.2242, 0.2164, -0.1634, -0.1917, -0.5273, 0.2225, -0.3290, 0.2371, 0.2290, 0.2432, -0.2874, 0.2689, 2.1094, 2.1105, -0.2125, -0.9143],
  "spin_multiplicity": 1,
  "energy_ha": -2082.65595,
  "e_homo_ev": -6.8
}

***

No. 2
{
  "formula": "C21H17FeNO5",
  "method": "ωB97M-V with the def2-TZVPD basis set",
  "symbols": ["H", "C", "H", "H", "O", "C", "C", "H", "C", "C", "O", "C", "O", "C", "C", "H", "C", "H", "H", "H", "C", "H", "O", "H", "C", "Fe", "C", "H", "H", "C", "C", "H", "H", "C", "O", "C", "C", "C", "H", "C", "N", "C", "H", "H", "C"],
  "coordinates": [[0.705, 1.536, -0.029], [2.023, 0.375, 2.951], [-3.073, 0.793, 1.111], [2.432, 3.114, -2.862], [0.518, 1.432, -2.123], [-4.631, -1.076, -1.908], [-2.818, 0.187, -0.944], [-2.752, -0.681, -2.905], [4.611, 0.088, 1.217], [2.593, 2.062, -3.116], [4.053, -2.969, 0.976], [1.533, -0.939, 3.246], [-1.026, 0.371, -3.330], [1.285, 1.365, -3.364], [5.450, -0.806, 3.634], [-1.477, -1.605, 1.785], [1.725, 1.034, 1.710], [1.981, -1.455, 4.108], [-5.363, -0.177, 1.295], [1.430, 0.312, -3.626], [-0.674, 0.798, -2.240], [3.179, 1.588, -2.322], [6.541, -1.134, 3.871], [-0.842, -0.322, -0.306], [-4.821, -0.237, 0.350], [4.002, -0.606, 2.729], [-0.368, -0.087, 0.771], [-5.010, -1.665, -2.740], [2.298, 1.021, 3.813], [-5.391, -0.883, -0.752], [0.675, 0.853, 0.811], [0.711, 1.860, -4.153], [-1.344, 1.618, -0.376], [-3.540, 0.298, 0.259], [4.889, 0.443, 0.141], [-6.730, -1.381, -0.697], [-3.350, -0.540, -2.013], [-1.412, 0.672, -0.926], [3.196, 2.032, -4.026], [4.034, -2.072, 1.720], [-7.807, -1.848, -0.639], [-0.521, -1.072, 1.752], [2.432, 1.830, 1.420], [0.225, -2.568, 3.052], [0.430, -1.558, 2.672]],
  "mulliken_charge": [0.3749, 0.2750, 0.4437, 0.3066, -0.2514, -0.7720, -0.0583, 0.5529, 0.2511, -1.1392, -0.3471, -0.5904, -0.6433, -0.2456, 0.1514, 0.4079, -1.4344, 0.4235, 0.4179, 0.3495, 0.2708, 0.2092, -0.3619, 0.0147, -0.9151, 0.1440, 0.6837, 0.4308, 0.5697, 0.5451, -0.0263, 0.2880, 0.9365, -0.3652, -0.3613, 0.0098, -0.4255, -0.1601, 0.4152, 0.1898, -0.5249, 0.0566, 0.4479, 0.3548, -0.8992],
  "spin_multiplicity": 5,
  "energy_ha": -2504.82472,
  "e_homo_ev": [-7.4, -9.1]
}